Record 1
Molecular formula: C6H4N2O
Method: DFT, ωB97M-V/def2-TZVPD

The geometry in XYZ format:
```
13
Properties=species:S:1:pos:R:3:mulliken_charge:R:1
C 0.451 -1.490 -0.769 -0.62
H 0.575 -2.516 -1.070 0.41
C 0.534 0.332 0.570 0.73
C 1.379 -0.704 0.180 0.59
C -0.738 0.440 -0.150 0.21
H -1.476 -0.992 -1.625 0.48
O 2.278 0.317 1.765 -0.10
N 1.124 1.051 1.469 -0.43
H -1.467 2.237 0.597 0.25
C -1.717 1.410 -0.159 -0.80
N 2.424 -0.772 0.897 -0.41
H -2.645 1.514 -0.773 0.31
C -0.720 -0.825 -0.931 -0.60
```

## Properties
SMILES: C=C1C=Cc2nonc21
HOMO: -0.351 hartree
lowest unoccupied orbital energy: -0.42 eV

Record 2
Molecular formula: C52H70GeN3O3P2SSc
Method: DFT, ωB97M-V/def2-TZVPD

The geometry in XYZ format:
```
133
Properties=species:S:1:pos:R:3:lowdin_spin:R:1
H 2.465 3.492 -0.994 0.00
H 2.890 4.297 3.504 0.00
H -4.504 2.452 3.183 0.00
H -2.130 -3.134 3.143 0.00
C 3.018 0.045 -2.677 0.00
H -4.543 2.233 1.422 0.00
H -3.634 4.340 0.570 0.00
C 0.621 0.073 -6.563 0.00
H -1.663 0.469 -4.677 0.00
C 5.502 1.311 -2.509 0.00
C 5.053 -3.207 3.616 0.00
H -2.281 0.346 4.112 0.00
P 1.900 -2.377 0.349 0.03
H -2.597 5.317 1.638 0.00
C -2.396 -0.676 3.748 0.04
C -2.763 3.188 2.170 0.00
H -0.940 -2.924 -6.442 0.00
P 1.451 -0.899 -2.649 0.00
H -1.678 2.470 3.900 0.00
C 1.870 2.684 2.533 0.00
H -4.296 -2.099 -2.452 0.00
C -3.311 4.493 1.602 0.00
C -0.358 -2.070 -6.117 0.00
H -2.799 3.802 4.229 0.00
H 2.757 -0.933 2.618 0.00
H -2.652 -1.311 4.601 0.01
O 0.812 2.482 1.562 0.00
H 3.743 -0.733 -4.550 0.00
C 1.150 0.097 -5.279 0.00
H 4.813 2.061 -0.620 0.00
C 4.842 -4.171 2.637 0.00
H 6.466 1.800 -2.442 0.00
H -7.077 0.960 1.155 0.00
H 2.616 0.972 -0.779 0.00
H -0.271 5.079 -3.147 0.00
H -1.262 4.131 3.444 0.00
N -3.908 -0.825 -0.193 0.00
C -0.133 -1.011 -6.987 0.00
O -1.794 2.628 1.226 0.02
H -3.258 -1.468 -4.644 0.00
C 3.144 2.142 1.900 0.00
H 2.212 2.310 4.632 0.00
C -0.182 -5.962 0.673 0.00
C -0.638 -0.212 2.047 0.58
C -0.377 -3.530 -0.623 0.00
H 0.167 0.379 2.496 0.04
H 3.257 -3.817 -1.076 0.00
H 3.810 -2.143 -1.097 0.00
C -3.532 -1.336 -2.519 0.00
C -3.157 -0.650 -1.381 0.00
H -1.996 -6.490 -0.342 0.00
H 2.241 4.746 1.929 0.00
H 1.742 0.950 -4.967 0.00
H -0.750 5.349 -1.471 0.00
C 2.199 -2.582 -2.467 0.00
H 2.897 -2.707 -3.297 0.00
C 1.736 4.234 -1.324 0.00
C 4.306 -2.040 3.607 0.00
H 5.803 -3.367 4.380 0.00
H -0.535 -1.037 -7.992 0.00
H -0.484 -2.560 -1.103 0.00
N -2.215 0.302 -1.366 0.00
C 3.965 -0.110 -3.691 0.00
C -6.816 0.060 1.704 0.00
H 0.067 2.690 -3.791 0.00
C -2.079 3.405 3.511 0.00
H 0.875 -1.768 3.772 0.00
C 0.932 -0.960 -4.396 0.00
C 0.162 -2.041 -4.832 0.00
C 0.795 -4.993 0.868 0.00
C 3.111 -2.805 1.644 0.00
H 1.602 -5.192 1.562 0.00
C 2.038 4.168 2.834 0.00
C -3.906 2.201 2.303 0.00
H -5.636 -2.458 2.029 0.00
H 2.983 1.120 1.548 0.00
C 4.574 1.461 -1.490 0.00
C -2.976 -0.960 -3.731 0.00
C 0.714 -3.764 0.221 0.00
C 3.344 -1.844 2.624 0.00
H 1.416 -3.332 -2.584 0.00
C -2.100 0.107 -3.756 0.00
C -1.118 -1.215 3.085 0.07
C 2.923 -2.780 -1.146 0.01
C 1.567 1.942 3.831 0.00
H -1.930 -2.465 1.517 0.00
H -1.039 1.499 -2.525 0.00
H -0.109 -6.907 1.197 0.00
H -7.646 -0.643 1.671 0.00
C -1.246 -5.726 -0.185 0.00
H -3.234 -0.710 3.050 0.00
C -4.127 -2.020 0.491 0.00
Ge -0.289 3.833 0.896 0.00
H 5.916 0.403 -4.412 0.00
H -2.168 -4.306 -1.511 0.00
S -5.295 1.447 -0.795 0.00
H -0.049 -2.869 -4.163 0.00
H 5.431 -5.080 2.636 0.00
H 4.470 -1.280 4.361 0.00
C -5.183 -1.813 1.295 0.00
H 0.965 1.640 -2.684 0.00
C -1.453 -2.579 2.485 0.02
H 0.530 2.097 4.131 0.00
H 1.560 4.949 -0.518 0.00
C 3.336 0.837 -1.580 0.00
H 2.174 4.795 -2.151 0.00
C 5.194 0.526 -3.614 0.00
C -1.340 -4.503 -0.838 0.00
H -0.411 -2.181 4.904 0.00
H 3.968 2.128 2.618 0.00
C 3.885 -3.969 1.656 0.00
H -3.525 1.192 2.427 0.00
C -1.743 0.692 -2.557 0.00
C -4.940 0.063 0.068 0.00
H 0.808 0.902 -7.236 0.00
H -0.560 -3.184 2.346 0.00
H 3.442 2.764 1.053 0.00
N -5.655 -0.529 1.058 0.00
H 1.163 4.594 3.332 0.00
H 1.740 0.869 3.741 0.00
H -6.581 0.311 2.737 0.00
O -0.116 2.734 -0.729 0.00
H 1.767 2.989 -3.447 0.00
C 0.824 2.666 -3.005 0.00
H -3.471 -2.868 0.392 0.00
H 0.111 -0.500 4.742 0.00
H 3.752 -4.721 0.888 0.00
C -0.593 4.580 -2.230 0.00
Sc -0.792 1.051 0.350 0.16
C 0.458 3.557 -1.814 0.00
C -0.072 -1.425 4.189 0.01
H -4.184 4.790 2.188 0.00
H -1.546 4.083 -2.426 0.00
```

## Properties
multiplicity: 2
charge: +1
HOMO (spin up / spin down): -0.352 / -0.365 hartree
lowest unoccupied orbital energy (spin up / spin down): -2.46 / -2.47 eV

Record 3
Molecular formula: C14H32BN8O3P2W
Method: DFT, ωB97M-V/def2-TZVPD

The geometry in XYZ format:
```
61
Properties=species:S:1:pos:R:3:lowdin_spin:R:1
H -5.162 2.743 -0.085 0.00
W -0.056 0.148 0.303 1.65
H -1.705 1.064 3.023 0.00
H 1.351 3.597 -3.871 0.00
H 2.435 0.404 -2.403 0.00
H -1.316 2.118 -3.383 0.00
N -3.124 3.076 -0.493 0.00
H -0.917 0.489 -3.961 0.00
C 1.581 0.188 2.299 0.00
N 0.536 1.319 -2.707 0.01
H 1.068 -2.558 3.989 0.00
H 1.575 -3.980 1.060 0.00
C 1.468 -0.391 3.550 0.04
N 1.406 -0.797 1.339 0.01
H 2.781 3.549 0.110 0.00
H -2.860 2.261 2.409 0.00
H -4.743 2.782 -1.812 0.00
P -1.782 2.252 -0.387 0.01
H -3.408 4.981 -1.362 0.00
H -2.155 4.937 -0.111 0.00
P 0.866 2.378 -1.529 0.01
N -1.116 1.969 1.203 0.01
H -3.866 4.853 0.350 0.00
N 1.958 3.486 -1.837 0.00
H -1.864 -1.102 -2.081 0.00
C -4.424 2.446 -0.827 0.00
H 0.087 2.687 2.778 0.00
C -0.089 -3.663 -1.133 -0.01
C -1.242 -1.867 -1.652 0.01
H -1.101 3.849 2.186 0.00
N 0.130 -2.793 -0.172 0.01
C 1.999 4.123 -3.172 0.00
O -1.790 0.787 -0.780 0.05
H -2.759 0.657 1.647 0.00
C 1.216 -1.740 3.301 0.00
C 2.809 4.120 -0.814 0.00
H 3.834 4.134 -1.180 0.00
B 0.659 -3.242 1.247 0.01
H 1.367 -0.409 -3.559 0.00
O 1.239 1.604 -0.239 0.10
H 2.196 1.085 -4.031 0.00
H -1.319 -3.600 -2.992 0.00
H -0.103 1.897 -4.650 0.00
H 3.021 4.091 -3.545 0.00
H 0.351 -4.648 -1.083 0.00
H 0.360 3.510 1.228 0.00
C -2.186 1.452 2.126 0.02
H -0.253 -3.676 1.885 0.00
N -0.577 -1.634 -0.458 0.01
C -0.513 1.474 -3.732 0.00
C -0.955 -3.116 -2.102 0.00
O -0.609 3.030 -1.143 0.00
H -4.332 1.362 -0.829 0.00
H 1.626 0.075 4.509 0.00
H 2.484 5.144 -0.631 0.00
H 1.994 1.139 1.997 0.00
C -3.133 4.557 -0.398 0.00
H 1.673 5.160 -3.103 0.00
C 1.713 0.561 -3.206 0.00
C -0.391 3.078 1.883 0.00
N 1.146 -1.944 1.986 0.04
```

## Properties
multiplicity: 3
charge: +3
HOMO (spin up / spin down): -0.664 / -0.667 hartree
lowest unoccupied orbital energy (spin up / spin down): -11.26 / -10.86 eV

Record 4
Molecular formula: C3H10O6SSi
Method: DFT, ωB97M-V/def2-TZVPD

The geometry in XYZ format:
```
21
Properties=species:S:1:pos:R:3:mulliken_charge:R:1
C 0.877 0.934 0.021 -0.58
O -2.399 -0.840 -1.927 -0.51
S 0.901 -0.829 2.155 1.09
H 1.115 1.927 -0.353 0.48
C 1.307 0.845 1.488 -0.78
O 1.122 -1.624 0.911 -0.57
H 2.388 1.029 1.614 0.42
O -0.608 -0.668 2.599 -0.45
H -1.256 1.405 -0.138 0.52
H 1.530 0.216 -0.559 0.29
H 0.546 -1.713 -1.207 0.40
H 0.698 1.515 2.133 0.33
O 1.644 -0.928 3.418 -0.63
Si -0.888 -0.169 -1.979 0.60
H -0.919 -0.242 0.327 0.18
O -0.799 1.063 -3.123 -0.55
H -2.606 -1.324 -2.765 0.30
C -0.578 0.588 -0.291 -0.69
O 0.260 -1.364 -2.078 -0.54
H -1.551 1.298 -3.683 0.32
H -0.785 -1.118 3.438 0.36
```

## Properties
SMILES: O=S(=O)(O)CCC[Si](O)(O)O
HOMO: -0.383 hartree
lowest unoccupied orbital energy: 0.32 eV

Record 5
Molecular formula: C24H74Cl2N3O10P2
Method: DFT, ωB97M-V/def2-TZVPD

The geometry in XYZ format:
```
115
Properties=species:S:1:pos:R:3:mulliken_charge:R:1
H -3.291 -4.268 -4.426 0.12
H -2.315 7.129 -2.886 0.33
O 3.500 7.522 -3.218 -0.46
H -0.039 -1.480 0.049 -0.24
C 4.403 7.484 -4.308 -0.50
H -3.091 -0.070 1.999 0.17
C -2.184 -1.812 -3.374 -1.15
H -2.358 7.459 -5.153 0.29
H 4.520 -0.591 -1.705 0.24
H -1.226 0.205 1.735 -0.08
H 4.368 6.492 -4.764 0.21
C -2.562 1.308 -4.660 0.17
O -1.418 -2.299 5.266 -0.39
H -4.457 -3.429 -2.785 0.18
H -3.907 -0.070 -2.052 0.23
H 2.233 1.466 -0.418 0.21
H 2.031 2.620 7.024 0.24
C -1.799 1.017 -3.454 -0.41
C 2.585 0.411 -0.774 -0.17
O 1.171 2.651 5.155 -0.42
O -4.753 -3.476 -1.860 -0.40
N 0.479 0.507 -2.261 -0.04
H -3.990 2.720 -5.892 0.36
H -0.145 -1.664 -2.325 0.63
H 4.114 8.234 -5.048 0.25
H -0.879 -2.728 5.952 0.24
H -5.580 -4.876 -0.611 0.25
H -2.804 -1.713 6.669 0.30
H -0.280 2.451 3.156 0.10
H 1.731 2.876 -2.434 -0.19
C 1.644 3.899 -2.807 0.10
N -1.730 -2.692 -4.559 -0.06
H -3.019 -2.407 1.136 0.16
H -2.429 3.589 -5.171 0.20
H 0.618 4.248 -2.670 0.03
C 1.001 -5.209 4.677 -0.45
H 0.331 0.998 -1.368 -0.02
H 2.319 -1.833 -4.589 0.24
N 1.296 -2.123 -4.566 -0.84
H -1.857 5.438 -3.218 -0.03
C -1.935 -1.937 1.259 -0.27
H -0.969 4.034 2.710 0.33
C -5.238 -4.789 -1.645 -0.69
H 3.553 8.414 -2.834 0.27
H 1.035 -7.139 9.235 0.24
O 3.571 -1.689 4.022 -0.48
H 1.167 0.448 -4.807 -0.01
H 1.911 3.922 -3.867 0.32
C 5.097 0.242 0.361 -0.84
H 4.528 0.778 1.244 0.19
C 4.226 0.355 -1.047 -0.41
C 1.377 -7.052 8.202 -0.54
H -4.436 -5.509 -1.823 0.29
H -3.725 -1.639 -1.029 0.09
H -3.096 -3.305 5.903 0.28
H 5.416 7.682 -3.949 0.25
C -2.405 6.304 -3.597 -0.33
H 5.252 -0.696 4.672 0.28
H 2.180 -7.772 8.024 0.24
H 2.429 5.632 -2.431 0.26
H 2.032 -3.581 4.884 0.28
H 4.108 -2.451 3.743 0.29
C -0.236 3.271 2.436 -0.59
H 3.708 -0.169 5.391 0.09
H 1.949 -1.251 -2.177 0.36
H -1.057 -3.398 -4.142 0.28
C -2.032 -0.557 2.141 -0.40
C -3.287 2.791 -4.958 -0.94
H 2.494 0.328 -3.047 0.17
O 1.863 -5.739 7.986 -0.47
H -1.795 -0.703 3.293 0.13
H -3.222 -1.395 -3.672 0.48
C -2.753 -2.281 5.737 -0.63
H 2.852 3.644 5.805 0.26
H 1.328 -5.377 3.649 0.28
C 4.285 -1.033 5.054 -0.47
H 2.159 -5.692 7.062 0.29
H -0.339 -0.939 -5.872 0.05
C -1.750 -0.510 -1.105 0.28
O 2.529 4.731 -2.078 -0.54
C -1.171 -1.782 -0.183 0.17
H -3.794 -2.717 -5.504 0.24
C 1.885 3.307 6.187 -0.60
H -3.388 -1.804 4.987 0.23
H -1.338 -2.722 1.929 0.16
H -6.074 -4.985 -2.321 0.28
H -3.976 3.126 -4.042 0.20
O 1.964 -4.427 5.359 -0.47
H -0.488 3.519 0.529 0.18
H 0.899 -6.171 5.187 0.20
H 0.541 -7.248 7.526 0.24
H 1.708 1.890 4.876 0.27
C -3.369 -0.503 -1.117 -0.81
H -1.475 0.431 -0.423 -0.38
H 1.308 4.171 6.525 0.25
H -3.759 0.015 -0.126 0.08
O -1.853 6.689 -4.842 -0.52
H -1.170 -2.802 -0.750 0.19
C -2.916 -3.418 -5.165 -0.65
O -0.535 2.769 1.146 -0.34
Cl -2.814 0.079 -5.957 -0.16
H 4.622 1.335 -1.584 0.22
H 5.350 -0.886 0.652 0.20
Cl -1.810 2.517 -2.278 -0.22
H -2.542 -3.986 -6.136 0.29
H 2.372 -0.450 0.021 0.15
P -0.877 -0.508 -2.832 0.89
H 6.143 0.795 0.224 0.31
H 4.431 -1.721 5.891 0.28
H 0.038 -4.692 4.685 0.18
C 1.812 -0.105 -2.167 -1.11
H -3.456 6.038 -3.731 0.28
H 0.769 3.701 2.436 0.30
P 0.351 -0.766 -4.658 0.40
H -2.393 -2.642 -2.538 0.06
```

## Properties
charge: -1
HOMO: -0.129 hartree
lowest unoccupied orbital energy: 1.99 eV

Which formula does entry 4 have? C3H10O6SSi